C48H58N3O3P3SW | wB97M-V/def2-TZVPD

* charge: +2
* electronic energy: -101846.5779 eV
* E_LUMO (alpha / beta): -6.3 / -6.4 eV
* highest occupied orbital energy (alpha / beta): -0.4780 / -0.4861 Ha

Element x y z (Å)
W  0.4845  -0.1405  0.2181
C  4.7614  -1.6281  0.9678
C  4.4286  -0.1466  1.1812
C  4.8724  0.7169  0.0029
P  2.6843  0.0008  1.7593
C  2.7549  -0.6787  3.4848
C  1.4885  -0.3823  4.2808
C  3.9772  -0.1909  4.2696
C  2.3587  1.7800  1.9268
C  3.3348  2.7633  2.0771
C  2.9840  4.1030  2.0898
C  1.6539  4.4735  1.9289
C  0.6680  3.5097  1.7899
C  1.0201  2.1650  1.8185
N  0.0391  1.1028  1.7271
C  -0.9431  0.9798  2.7533
C  -1.1194  1.9315  3.7526
C  -2.0835  1.7315  4.7299
C  -2.8797  0.5949  4.7268
C  -2.6827  -0.3623  3.7445
C  -1.7056  -0.1868  2.7682
P  -1.3663  -1.3543  1.4311
C  -0.8615  -3.0240  2.0619
C  -1.6707  -3.4946  3.2734
C  0.6258  -3.2311  2.3205
C  -3.0935  -1.7379  0.8553
C  -3.2280  -2.9122  -0.1143
C  -3.8726  -0.5273  0.3617
H  5.8428  -1.7437  0.8958
H  4.3249  -1.9926  0.0361
H  4.4249  -2.2637  1.7878
H  4.9814  0.2079  2.0561
H  4.2686  0.5997  -0.8858
H  5.8907  0.4271  -0.2598
H  4.8896  1.7780  0.2469
H  2.8356  -1.7587  3.3423
H  1.4015  0.6851  4.4963
H  1.5403  -0.9056  5.2368
H  0.5770  -0.7015  3.7784
H  4.0582  0.8986  4.2602
H  4.9132  -0.6169  3.9144
H  3.8616  -0.4923  5.3114
H  4.3743  2.4848  2.1856
H  3.7474  4.8585  2.2145
H  1.3808  5.5200  1.9147
H  -0.3629  3.8076  1.6641
H  -0.5080  2.8199  3.7935
H  -2.2084  2.4778  5.5031
H  -3.6335  0.4487  5.4871
H  -3.2921  -1.2549  3.7545
H  -1.1353  -3.6501  1.2086
H  -1.4771  -2.8670  4.1439
H  -1.3676  -4.5108  3.5290
H  -2.7446  -3.5192  3.0922
H  0.9145  -2.8195  3.2858
H  1.2674  -2.7884  1.5545
H  0.8381  -4.3011  2.3471
H  -3.5479  -2.0420  1.8026
H  -2.5862  -2.8077  -0.9846
H  -4.2603  -2.9616  -0.4639
H  -3.0036  -3.8729  0.3471
H  -3.5671  -0.2415  -0.6430
H  -3.7728  0.3356  1.0174
H  -4.9321  -0.7848  0.3159
N  -1.6135  -0.0140  -2.2880
P  -1.0051  1.2172  -1.2498
C  -2.4634  2.2008  -0.8587
C  -2.6444  2.6932  0.4287
C  -3.7331  3.5026  0.7224
C  -4.6467  3.8163  -0.2713
C  -4.4732  3.3223  -1.5584
C  -3.3825  2.5226  -1.8572
C  -0.0075  2.2580  -2.3400
C  1.1541  2.8477  -1.8554
C  1.9052  3.6827  -2.6707
C  1.5048  3.9232  -3.9747
C  0.3447  3.3347  -4.4686
C  -0.4109  2.5105  -3.6544
C  -1.0090  -1.2169  -2.2774
C  -0.2579  -3.2597  -3.5714
C  -0.5579  -4.3564  -2.5748
C  -0.0443  -4.0418  -1.3944
C  0.6725  -2.7195  -1.5088
N  -0.2244  -1.5386  -1.2816
H  -2.1906  0.1957  -3.0929
H  -1.9608  2.4189  1.2115
H  -3.8720  3.8758  1.7284
H  -5.4973  4.4452  -0.0462
H  -5.1869  3.5651  -2.3336
H  -3.2693  2.1700  -2.8752
H  1.5010  2.6550  -0.8429
H  2.8142  4.1265  -2.2894
H  2.0968  4.5640  -4.6137
H  0.0325  3.5194  -5.4876
H  -1.3041  2.0545  -4.0651
H  -0.1859  -3.6026  -4.6008
H  -1.1521  -5.2288  -2.8090
H  -0.1123  -4.6164  -0.4834
H  1.5322  -2.6218  -0.8459
C  -2.5925  -1.5966  -5.6236
C  -1.3596  -1.3983  -4.7936
C  -0.2981  -0.7048  -5.2118
C  0.9007  -0.4787  -4.4066
C  1.4045  -1.2665  -3.4482
C  1.0411  -2.6668  -3.0103
C  -1.3116  -2.1307  -3.4704
S  2.6942  -0.5567  -2.4809
O  3.5945  -1.6129  -2.1303
O  3.1771  0.6427  -3.0809
O  1.9483  -0.1408  -1.1615
H  -3.4498  -1.0697  -5.1926
H  -2.8680  -2.6528  -5.6619
H  -2.4530  -1.2429  -6.6426
H  -0.3385  -0.2136  -6.1771
H  1.4153  0.4625  -4.5708
H  1.8815  -3.3351  -3.1978
H  -2.3018  -2.5520  -3.2631